[1]
Formula: C35H79N9O11
Source: the Open Molecules 2025 dataset
Level of theory: wB97M-V/def2-TZVPD

```
134
Properties=species:S:1:pos:R:3:forces:R:3:mulliken_charge:R:1
C -2.63336 -6.80916 -0.37850 1.25 0.43 0.25 -0.851
N -1.95301 -8.09453 -0.42449 0.21 -1.51 0.54 0.120
C -0.55430 -8.17228 0.15346 -0.76 1.59 -1.24 -0.898
C -2.64031 -9.21684 -0.75352 1.67 -2.73 0.70 0.162
O -2.21277 -10.39691 -0.59241 -1.17 3.17 -0.58 -0.619
H -2.53023 -6.42833 0.63758 -0.28 0.16 0.11 0.268
H -3.68523 -6.78650 -0.66340 0.17 -0.58 -0.03 0.324
H -2.08309 -6.11901 -1.01803 -0.13 0.22 -0.13 0.284
H -0.49349 -7.76095 1.16104 -0.37 -0.50 0.24 0.303
H 0.01482 -9.09214 0.01911 -0.93 -0.22 0.11 0.285
H -0.02611 -7.42413 -0.43763 0.33 0.08 -0.08 0.338
H -3.61772 -8.99941 -1.21134 0.01 -0.09 0.12 0.285
C 4.10616 3.12545 -0.11847 0.39 -0.52 -0.17 -0.869
N 4.30103 3.02128 -1.54643 1.32 1.41 0.18 0.208
C 3.16350 2.61656 -2.35521 0.76 0.00 -0.04 -0.983
C 5.53466 3.41828 -2.07338 -1.40 -0.24 -0.34 0.113
O 5.77707 3.57367 -3.25008 -0.27 -0.27 -0.01 -0.562
H 5.04912 3.49169 0.28747 -0.19 -0.12 0.41 0.229
H 3.86903 2.13540 0.27098 0.10 -0.06 0.37 0.299
H 3.29368 3.78803 0.17980 -0.01 0.23 -0.24 0.303
H 2.22059 2.80861 -1.84322 0.15 0.00 0.14 0.328
H 3.16392 3.17909 -3.28883 0.07 -0.35 -0.11 0.359
H 3.30705 1.54418 -2.48742 -0.60 -0.07 -0.58 0.285
H 6.33638 3.58623 -1.33768 -0.36 -0.03 0.41 0.285
C 5.52885 -1.76620 0.46714 1.03 0.67 -0.90 -0.963
N 4.64971 -2.54433 1.28422 -0.59 -0.18 -0.22 0.148
C 4.18834 -1.85904 2.53304 0.40 -1.59 -0.70 -0.859
C 4.18466 -3.76505 0.82839 -0.62 -0.69 2.40 0.180
O 3.46881 -4.52532 1.49614 0.75 1.40 -1.03 -0.613
H 5.94992 -2.30809 -0.37972 -0.28 -0.44 0.09 0.303
H 6.40978 -1.37262 0.97424 0.02 -0.33 0.63 0.340
H 5.11430 -0.86055 0.02438 -0.73 0.05 0.06 0.309
H 3.89522 -0.83807 2.28852 -0.06 -0.10 0.16 0.259
H 3.39863 -2.45598 2.98924 -0.25 0.21 -0.34 0.272
H 4.99575 -1.89521 3.26440 0.17 0.41 -0.10 0.332
H 4.57158 -4.12658 -0.13691 0.13 0.62 -0.06 0.287
C -0.25069 -1.55046 0.61193 -0.41 0.43 0.62 -0.857
N -0.39282 -0.21806 -0.01708 -0.39 0.30 -1.11 0.225
C -0.37009 1.00656 0.82211 0.76 -0.67 0.03 -0.997
C -0.75011 -0.11927 -1.35354 -0.13 1.02 0.19 0.051
O -1.06695 0.91286 -1.94951 0.54 -1.11 1.07 -0.605
H -0.01501 -2.37546 -0.06033 0.15 0.50 -0.42 0.305
H -1.15952 -1.85863 1.12880 -0.41 0.18 -0.11 0.336
H 0.48024 -1.55963 1.42049 0.41 0.35 -0.28 0.248
H 0.61679 1.04764 1.28305 -0.02 -0.19 0.46 0.310
H -0.41187 1.95843 0.29267 -0.45 -0.54 -0.65 0.275
H -1.14031 1.00578 1.59338 -0.04 -0.16 -0.02 0.347
H -0.71286 -1.07664 -1.89600 0.03 -0.10 0.24 0.363
C -1.44009 6.10757 -2.53993 0.56 -0.13 0.34 -1.046
N -2.87741 6.10605 -2.35089 -0.52 0.28 0.28 0.086
C -3.37374 6.91247 -1.20743 0.64 0.30 -1.50 -1.005
C -3.67870 5.36228 -3.17111 1.24 0.53 0.88 0.108
O -4.83727 5.11797 -2.96204 -0.68 -0.05 -0.30 -0.597
H -1.00874 5.12840 -2.74793 -0.42 -0.23 -0.20 0.400
H -0.97680 6.37493 -1.59022 -0.03 0.23 -0.01 0.387
H -1.06184 6.78257 -3.30766 -0.23 0.24 -0.06 0.284
H -2.83208 7.85197 -1.31714 0.52 -0.02 0.65 0.401
H -4.38212 7.30435 -1.34052 -0.32 -1.06 0.11 0.328
H -3.15627 6.39693 -0.27200 -0.35 0.30 0.11 0.313
H -3.05782 5.03141 -4.01801 -0.41 -0.42 -0.31 0.342
C -7.22081 -1.24038 -1.46910 -0.71 -0.50 -1.31 -0.934
N -6.66001 -1.16388 -0.17460 -0.10 1.96 0.38 0.149
C -6.25640 0.19406 0.22320 1.30 0.33 -0.41 -0.988
C -6.58990 -2.21096 0.63586 1.62 -0.64 2.90 0.215
O -6.15075 -2.17871 1.80460 -0.88 0.05 -1.86 -0.633
H -6.55022 -0.88920 -2.25337 0.21 0.22 0.13 0.318
H -8.14491 -0.66607 -1.53477 -0.08 0.10 -0.04 0.325
H -7.46073 -2.26924 -1.73741 -0.04 -0.07 0.20 0.293
H -5.65816 0.61453 -0.58514 0.50 -0.41 -0.25 0.357
H -6.96140 1.02326 0.28235 -1.14 -0.80 0.44 0.328
H -5.61768 0.21770 1.10613 -0.33 -0.43 0.02 0.300
H -6.83703 -3.18540 0.18686 -0.30 0.24 -0.22 0.271
C 3.20246 4.73544 4.35899 0.59 -0.66 0.36 -0.979
N 4.69750 4.77996 4.26854 -2.16 1.77 0.43 0.145
C 5.16359 6.17384 4.08606 1.46 -0.77 -0.55 -0.957
C 5.50621 3.73626 4.57905 -0.10 0.58 -0.04 0.183
O 5.15420 2.61233 4.85840 -0.04 0.03 -0.08 -0.578
H 2.81451 3.73654 4.55850 0.45 -0.28 -0.73 0.296
H 2.78170 5.18984 3.46201 -0.04 -0.22 0.00 0.300
H 2.78539 5.24139 5.22972 0.54 0.68 0.08 0.369
H 4.81191 6.94743 4.76868 -0.53 -0.54 0.28 0.319
H 6.25010 6.19945 4.16937 0.15 -0.21 0.25 0.307
H 5.02382 6.53030 3.06552 -0.57 -0.14 -0.09 0.325
H 6.55409 4.06925 4.52195 0.23 -0.26 0.06 0.275
C -4.08476 3.95669 4.47163 1.41 -0.26 0.83 -0.870
N -3.35877 3.09867 5.43749 -1.22 -2.63 -0.34 0.073
C -3.89193 1.70507 5.46796 -0.09 0.80 -0.04 -0.871
C -2.42415 3.44716 6.36225 -1.55 -0.91 -1.50 0.202
O -1.97556 4.54325 6.38491 1.52 2.23 0.86 -0.567
H -5.13976 4.00614 4.74111 0.02 0.15 0.01 0.298
H -3.97625 3.51506 3.48103 -0.11 0.01 -0.05 0.290
H -3.59948 4.93269 4.47194 -0.28 0.02 0.06 0.305
H -3.42459 1.06715 6.21813 0.09 0.39 0.19 0.285
H -4.96183 1.76649 5.66708 -0.09 -0.21 0.11 0.309
H -3.77399 1.16864 4.52646 0.13 0.30 -0.26 0.265
H -2.16227 2.60277 7.01846 0.17 0.09 0.11 0.280
C 3.96406 -6.15506 -5.66559 -0.98 -1.31 0.19 -0.874
N 2.54844 -5.76286 -5.52627 0.00 2.15 0.60 0.070
C 1.50043 -6.62785 -6.09048 1.64 -0.83 -0.06 -0.882
C 2.22513 -4.75972 -4.63553 -0.57 -1.13 -0.75 0.223
O 1.08381 -4.42666 -4.36443 0.71 0.05 0.03 -0.618
H 4.31898 -6.19595 -6.69537 -0.30 0.06 -0.10 0.270
H 3.95658 -7.15958 -5.24253 0.62 -0.40 -0.27 0.337
H 4.71764 -5.61834 -5.08927 -0.66 0.59 0.13 0.305
H 1.74097 -6.82956 -7.13430 -0.27 0.41 -0.24 0.308
H 1.69907 -7.59581 -5.63037 -0.59 -0.32 0.24 0.333
H 0.45993 -6.32997 -5.96109 0.52 0.43 0.23 0.278
H 3.13686 -4.35043 -4.17354 -0.13 0.32 0.04 0.249
C -0.27172 -5.72781 6.63226 0.94 -0.56 0.74 -0.512
C -1.00595 -4.75632 5.75346 0.36 -0.29 -1.54 -0.277
C -2.13939 -4.25138 6.56613 -0.43 -0.65 1.10 -0.432
O -2.38286 -5.35491 7.49447 -1.92 1.81 -0.42 -0.409
C -1.20187 -5.97352 7.84239 0.95 -0.51 -1.16 -0.384
H 0.68369 -5.31366 6.95440 0.12 -0.25 0.01 0.291
H -0.11517 -6.66567 6.09933 0.33 0.11 0.05 0.229
H -1.36846 -5.35969 4.92122 -0.34 0.34 -0.22 0.104
H -0.37447 -3.98019 5.32108 0.02 0.06 0.15 0.303
H -3.03152 -4.05680 5.97088 -0.14 -0.19 0.29 0.290
H -1.89164 -3.34690 7.12167 0.08 0.11 0.17 0.257
H -1.46531 -7.02853 7.91754 0.35 -0.06 0.46 0.281
H -0.71328 -5.59980 8.74222 -0.34 0.09 0.36 0.260
C 1.25801 4.72336 -7.95675 -0.75 0.52 -0.86 -0.602
C 0.80670 5.96603 -8.77074 0.52 -1.11 -1.47 -0.627
C -0.04339 6.72063 -7.84804 -0.11 -0.12 0.91 -0.340
O -0.68758 5.70100 -7.08908 -0.95 -0.74 0.51 -0.396
C -0.06491 4.39073 -7.23879 1.52 1.89 -0.15 -0.326
H 2.07861 4.94899 -7.27571 0.07 -0.25 -0.16 0.309
H 1.44396 3.95940 -8.71167 0.75 -0.22 0.48 0.308
H 0.15912 5.57074 -9.55337 -0.10 -0.08 -0.25 0.247
H 1.57271 6.52240 -9.31089 0.24 0.04 0.40 0.384
H -0.81096 7.33694 -8.31611 0.09 0.07 0.03 0.275
H 0.60245 7.31470 -7.20145 -0.21 0.37 0.32 0.254
H -0.59173 3.70546 -7.90285 -0.67 0.08 0.48 0.290
H 0.13169 4.03752 -6.22652 -0.42 -0.45 -0.19 0.225
```
Positions in Å, forces in eV/Å.

Calculated values
Relative energy (zero: lowest compared OMol25 entry of this formula, charge and spin) in kcal/mol: 192.0
Kohn-Sham gap in Ha: 0.3328
SMILES: CN(C)C=O.CN(C)C=O.CN(C)C=O.CN(C)C=O.CN(C)C=O.CN(C)C=O.CN(C)C=O.CN(C)C=O.CN(C)C=O.C1CCOC1.C1CCOC1
HOMO in eV: -9.143

***

[2]
Formula: C4H6FN3
Source: the Open Molecules 2025 dataset
Level of theory: wB97M-V/def2-TZVPD

```
14
Properties=species:S:1:pos:R:3:forces:R:3:nbo_charge:R:1
C -2.81708 -0.94800 0.35401 0.22 -1.40 0.64 -0.291
C -1.41701 -1.08619 0.11236 0.56 0.00 -0.17 0.079
C 1.28603 0.95194 0.05180 -0.16 -0.40 -0.29 -0.631
C 0.54958 -0.07196 -0.80692 0.52 0.29 -0.08 0.345
N -3.20772 0.18961 -0.12196 -0.03 1.71 -0.84 0.001
N -2.72452 1.07692 -0.66881 -0.52 -0.11 0.19 0.103
N -0.81526 -0.13185 -0.48414 -0.66 0.06 0.12 -0.485
F 1.17365 -1.31038 -0.64141 0.16 -0.29 0.11 -0.383
H -3.46778 -1.65450 0.82082 -0.18 -0.03 0.06 0.231
H -0.94017 -2.00609 0.43658 0.13 0.01 -0.04 0.210
H 0.88147 1.93799 -0.14317 -0.04 0.17 0.01 0.224
H 1.15463 0.70880 1.10224 -0.04 -0.03 0.11 0.215
H 2.34408 0.92936 -0.19138 0.09 0.06 -0.04 0.219
H 0.65234 0.16918 -1.87508 -0.05 -0.05 0.22 0.163
```
Positions in Å, forces in eV/Å.

Calculated values
Relative energy (zero: lowest compared OMol25 entry of this formula, charge and spin) in kcal/mol: 44.5
Kohn-Sham gap in Ha: 0.3316
HOMO in eV: -8.636

***

[3]
Formula: C9H17N2
Source: the Open Molecules 2025 dataset
Level of theory: wB97M-V/def2-TZVPD

```
28
Properties=species:S:1:pos:R:3:forces:R:3:nbo_charge:R:1
C -1.17853 -2.11315 1.99746 -3.03 -1.51 -0.87 -0.232
C -0.28189 -1.62752 2.56734 4.60 0.63 3.84 -0.258
C 0.13116 2.60644 -1.99831 -1.03 0.31 0.33 -0.321
C 0.96562 1.72924 -1.50379 0.70 -0.28 0.30 -0.247
C -1.78075 -0.32200 -0.23969 -1.05 -1.29 -0.24 -0.690
C 0.62029 1.28662 2.11116 -0.90 -0.89 -1.80 -0.304
C 0.88373 -1.90164 -0.58759 -0.83 -2.82 1.76 -0.461
C 0.81233 0.23293 -1.75190 1.46 1.27 0.47 -0.248
C -0.48019 -0.09578 0.36703 2.29 2.34 0.36 0.188
N -0.30979 0.92161 1.25286 -1.54 -1.82 -0.76 -0.389
N 0.79936 -0.47696 -0.37020 -2.09 1.13 -0.63 -0.385
H -2.09614 -2.46480 1.59353 0.10 -0.19 -0.15 0.242
H 0.18818 3.67849 -1.98125 0.49 0.22 0.29 0.227
H -0.82269 2.24330 -2.28530 -0.74 -0.31 -1.08 0.187
H 1.82187 2.10773 -0.92010 0.00 -0.60 -0.58 0.219
H -2.31430 0.53657 -0.58517 -0.18 1.00 -0.30 0.234
H -2.54718 -0.90223 0.34616 0.97 0.51 -0.19 0.232
H -1.60641 -0.92654 -1.10991 -0.21 -0.41 -0.63 0.232
H 0.60483 -1.44529 3.25009 -1.73 -0.03 -1.43 0.273
H 1.55540 0.83758 1.99744 1.44 -0.26 0.28 0.173
H 0.34593 2.06400 2.72357 0.01 1.55 1.42 0.222
H 0.35413 -2.38911 -1.39509 -0.42 1.14 -0.85 0.243
H 1.89936 -2.16701 -0.73890 0.99 -0.41 0.21 0.231
H 0.37976 -2.43065 0.27688 1.38 0.65 -0.62 0.268
H 1.77556 -0.04655 -2.25404 -0.97 -0.35 0.30 0.241
H -0.07560 -0.05664 -2.37764 0.91 0.24 0.94 0.248
H -1.25371 1.27098 1.40743 0.28 0.52 0.43 0.426
H 1.60967 -0.14962 0.20792 -0.87 -0.36 -0.78 0.448
```
Positions in Å, forces in eV/Å.

Calculated values
Relative energy (zero: lowest compared OMol25 entry of this formula, charge and spin) in kcal/mol: 174.6
Kohn-Sham gap in Ha: 0.2943
Total charge: +1
HOMO in eV: -10.780